Entry 1:
{
  "formula": "C42H91BClF9N3O13S",
  "method": "ωB97M-V/def2-TZVPD",
  "elements": ["C", "C", "C", "C", "C", "C", "C", "C", "C", "C", "C", "O", "C", "C", "C", "C", "C", "C", "C", "F", "F", "C", "F", "F", "S", "F", "F", "F", "F", "F", "N", "B", "O", "O", "C", "C", "C", "N", "Cl", "N", "H", "H", "H", "H", "H", "H", "H", "H", "H", "H", "H", "H", "H", "H", "H", "H", "H", "H", "H", "H", "H", "H", "H", "H", "H", "H", "H", "H", "H", "H", "H", "H", "H", "H", "H", "H", "H", "H", "H", "H", "H", "C", "O", "C", "C", "O", "C", "H", "H", "H", "H", "H", "H", "H", "H", "H", "H", "C", "O", "C", "C", "O", "C", "H", "H", "H", "H", "H", "H", "H", "H", "H", "H", "C", "O", "C", "C", "O", "C", "H", "H", "H", "H", "H", "H", "H", "H", "H", "H", "C", "O", "C", "C", "O", "C", "H", "H", "H", "H", "H", "H", "H", "H", "H", "H", "C", "O", "C", "C", "O", "C", "H", "H", "H", "H", "H", "H", "H", "H", "H", "H"],
  "positions_angstrom": [[0.376, 2.608, 3.691], [-0.502, 3.797, 3.300], [-1.865, 3.439, 2.682], [-1.918, 2.095, 1.940], [-2.981, 2.146, 0.831], [-2.432, 2.851, -0.425], [-2.584, 2.100, -1.742], [-4.037, 1.936, -2.266], [-5.128, 2.862, -1.693], [-5.980, 2.171, -0.608], [-6.478, 3.091, 0.490], [-6.672, 2.281, 1.660], [-1.955, 0.705, -1.680], [-0.431, 0.696, -1.585], [0.063, -0.756, -1.637], [1.293, -1.059, -0.764], [0.988, -2.040, 0.361], [0.472, -3.395, -0.146], [-0.533, -4.075, 0.789], [-0.139, -3.906, 2.086], [-0.575, -5.411, 0.507], [-1.956, -3.474, 0.624], [-2.246, -3.277, -0.695], [-1.965, -2.245, 1.225], [-3.379, -4.505, 1.356], [-4.417, -3.734, 0.428], [-3.167, -5.591, 0.242], [-2.402, -5.250, 2.345], [-3.662, -3.425, 2.491], [-4.574, -5.361, 1.931], [0.164, 1.553, -2.677], [1.091, 2.554, -2.124], [0.976, 3.883, -2.447], [2.079, 2.083, -1.312], [2.385, 2.880, -0.144], [3.219, 2.059, 0.810], [-0.847, 2.172, -3.424], [-0.757, 2.004, -4.723], [-1.865, 2.664, -5.810], [-1.792, 2.860, -2.790], [0.864, 2.184, 2.818], [1.158, 2.952, 4.360], [-0.204, 1.842, 4.194], [-0.685, 4.377, 4.202], [0.033, 4.474, 2.638], [-2.107, 4.213, 1.953], [-2.664, 3.473, 3.416], [-2.223, 1.324, 2.643], [-0.943, 1.853, 1.527], [-3.794, 2.757, 1.213], [-3.409, 1.172, 0.627], [-1.358, 2.979, -0.283], [-2.814, 3.861, -0.531], [-4.032, 2.059, -3.348], [-4.337, 0.908, -2.088], [-4.743, 3.823, -1.366], [-5.797, 3.079, -2.522], [-6.853, 1.754, -1.104], [-5.461, 1.319, -0.187], [-7.449, 3.496, 0.217], [-5.767, 3.881, 0.727], [-6.597, 2.828, 2.438], [-2.291, 0.113, -2.533], [-2.306, 0.170, -0.805], [-0.178, 1.091, -0.603], [0.217, -1.017, -2.681], [-0.768, -1.369, -1.296], [1.620, -0.129, -0.310], [2.104, -1.439, -1.378], [0.341, -1.581, 1.102], [1.931, -2.225, 0.868], [0.097, -3.361, -1.161], [1.314, -4.082, -0.160], [1.862, 4.226, -2.602], [1.449, 3.170, 0.331], [2.947, 3.763, -0.438], [2.603, 1.326, 1.323], [3.684, 2.705, 1.546], [3.991, 1.531, 0.259], [0.025, 1.502, -5.114], [-2.352, 3.472, -3.371], [-3.327, -6.925, 4.885], [-3.494, -8.320, 5.054], [-3.372, -8.745, 6.403], [-4.723, -9.014, 7.024], [-5.478, -7.821, 7.169], [-6.485, -7.672, 6.186], [-3.604, -6.688, 3.865], [-3.967, -6.357, 5.567], [-2.280, -6.639, 5.045], [-2.826, -8.003, 6.993], [-2.791, -9.673, 6.402], [-4.575, -9.431, 8.025], [-5.272, -9.750, 6.429], [-7.294, -8.392, 6.349], [-6.086, -7.800, 5.177], [-6.889, -6.666, 6.280], [2.039, 9.875, -2.656], [2.699, 9.727, -3.899], [3.925, 9.017, -3.805], [3.778, 7.598, -4.297], [2.938, 6.828, -3.440], [1.631, 6.651, -3.950], [1.049, 10.282, -2.856], [1.931, 8.917, -2.140], [2.582, 10.574, -2.011], [4.306, 9.030, -2.780], [4.650, 9.535, -4.440], [4.762, 7.120, -4.303], [3.390, 7.590, -5.320], [1.644, 5.969, -4.810], [1.173, 7.597, -4.249], [1.030, 6.210, -3.158], [6.253, -5.801, -2.295], [6.902, -4.598, -2.670], [6.092, -3.738, -3.450], [5.551, -2.590, -2.629], [4.623, -3.035, -1.648], [5.178, -3.090, -0.345], [6.893, -6.307, -1.574], [5.282, -5.608, -1.832], [6.119, -6.454, -3.163], [5.270, -4.293, -3.913], [6.721, -3.333, -4.249], [5.019, -1.900, -3.293], [6.373, -2.042, -2.160], [5.348, -2.080, 0.046], [6.118, -3.645, -0.332], [4.461, -3.598, 0.298], [10.305, 9.665, -2.014], [9.758, 10.405, -0.939], [8.623, 11.173, -1.302], [7.341, 10.522, -0.837], [7.089, 9.305, -1.527], [7.398, 8.157, -0.758], [11.058, 8.996, -1.602], [9.542, 9.070, -2.523], [10.787, 10.332, -2.737], [8.595, 11.336, -2.383], [8.719, 12.149, -0.814], [6.505, 11.196, -1.050], [7.373, 10.353, 0.243], [6.674, 8.030, 0.055], [8.405, 8.213, -0.339], [7.338, 7.293, -1.418], [-4.766, -11.994, 2.363], [-4.273, -11.655, 1.080], [-5.296, -11.399, 0.132], [-5.482, -9.916, -0.094], [-5.998, -9.274, 1.059], [-5.014, -8.573, 1.798], [-3.918, -12.009, 3.046], [-5.495, -11.262, 2.720], [-5.225, -12.989, 2.350], [-6.240, -11.853, 0.447], [-4.992, -11.867, -0.811], [-6.205, -9.767, -0.903], [-4.534, -9.462, -0.399], [-4.699, -7.678, 1.254], [-4.148, -9.204, 2.010], [-5.459, -8.265, 2.743]],
  "atomic_forces_ev_per_a": [[0.0, 0.5, -0.2], [-0.3, -0.1, 0.5], [0.4, 0.0, -0.6], [-0.8, 0.1, 0.2], [0.2, 0.7, 0.0], [0.3, -0.3, 0.1], [0.0, -0.2, 0.3], [-0.1, 0.6, 0.3], [-0.3, -0.5, -0.2], [0.0, 0.3, -0.5], [-0.2, -0.8, 0.7], [0.2, -0.2, -0.3], [0.4, 0.2, 0.0], [-0.4, -0.9, 0.0], [0.1, 0.3, 0.0], [-0.4, 0.1, -0.2], [0.5, 0.0, -0.2], [0.2, -0.3, 0.7], [0.5, 0.1, -0.6], [-0.3, -0.3, -0.5], [0.1, 0.6, 0.2], [-0.5, 0.7, 0.1], [0.3, -0.3, 0.9], [0.0, -0.8, -0.6], [-0.9, 0.6, 0.6], [0.1, 0.0, -0.1], [0.2, -0.1, -0.2], [0.1, -0.1, -0.2], [0.2, -0.1, -0.1], [0.1, 0.1, -0.1], [-0.8, 0.4, 0.5], [0.9, -0.2, 0.0], [-0.2, -0.6, -0.6], [-0.5, 0.0, 0.2], [0.4, -0.3, 0.0], [-0.2, -0.1, -0.2], [0.5, -0.1, 0.9], [-0.2, 0.6, -0.3], [0.1, 0.0, 0.0], [-0.5, -0.3, -1.0], [0.0, -0.3, -0.1], [0.2, -0.1, 0.1], [0.0, -0.2, 0.1], [0.0, 0.2, 0.1], [0.2, 0.0, -0.2], [-0.1, 0.2, 0.0], [-0.1, -0.1, 0.2], [0.3, -0.3, 0.1], [0.2, -0.2, -0.1], [-0.3, -0.1, 0.1], [0.1, -0.2, -0.1], [0.2, 0.1, 0.0], [-0.2, 0.1, 0.0], [0.2, -0.1, -0.2], [-0.1, -0.2, 0.0], [0.2, 0.1, 0.1], [-0.1, 0.3, -0.1], [-0.1, -0.2, 0.0], [0.2, 0.0, 0.3], [0.0, 0.5, -0.1], [0.1, 0.2, -0.2], [-0.1, 0.2, 0.3], [0.1, 0.0, -0.3], [-0.2, 0.0, 0.2], [0.2, 0.3, 0.0], [0.1, -0.1, -0.1], [-0.1, -0.1, 0.0], [0.3, 0.1, 0.0], [0.2, 0.0, 0.0], [-0.3, 0.0, 0.0], [0.0, 0.0, 0.3], [-0.3, 0.0, -0.1], [0.1, -0.2, -0.1], [0.1, 0.6, 0.3], [-0.1, 0.3, 0.0], [-0.1, 0.2, -0.1], [0.0, -0.1, 0.1], [0.1, 0.1, 0.2], [0.2, 0.0, 0.0], [0.2, 0.0, 0.0], [-0.1, -0.2, -0.1], [0.0, -0.1, 0.1], [0.0, 0.1, 0.0], [0.0, -0.2, -0.2], [0.0, 0.1, 0.3], [0.0, 0.0, -0.1], [0.0, 0.0, 0.1], [0.0, 0.0, -0.1], [0.0, 0.0, 0.0], [0.0, 0.1, 0.0], [0.0, 0.0, 0.0], [0.0, 0.0, 0.0], [0.0, 0.0, 0.0], [0.0, 0.0, 0.0], [0.0, 0.0, -0.1], [0.0, 0.0, 0.0], [0.0, 0.0, 0.0], [0.0, 0.1, -0.1], [-0.1, -0.1, 0.1], [-0.1, 0.2, -0.2], [0.2, -0.1, 0.2], [-0.1, -0.1, 0.0], [0.0, 0.0, 0.0], [0.0, 0.0, 0.0], [0.0, 0.0, 0.0], [0.0, 0.0, 0.1], [0.0, 0.0, 0.0], [0.0, 0.0, 0.0], [0.0, 0.0, 0.0], [0.0, 0.0, 0.0], [-0.1, 0.1, 0.0], [0.1, 0.0, 0.0], [-0.1, 0.0, 0.0], [0.1, 0.0, 0.0], [-0.1, 0.0, 0.1], [0.3, 0.0, 0.0], [-0.3, 0.0, -0.1], [0.0, 0.0, 0.1], [-0.1, 0.0, 0.0], [0.0, 0.0, 0.0], [0.0, 0.0, 0.0], [-0.1, 0.0, 0.0], [0.0, 0.0, 0.0], [0.0, 0.0, 0.0], [0.0, 0.0, 0.0], [0.0, 0.0, 0.0], [0.1, 0.0, 0.0], [0.0, 0.0, 0.0], [0.0, 0.0, 0.0], [0.0, 0.0, 0.0], [-0.1, -0.1, -0.1], [0.2, 0.1, 0.2], [-0.2, 0.0, -0.2], [0.0, -0.1, 0.1], [0.0, 0.0, -0.1], [0.0, 0.0, 0.0], [0.0, 0.0, 0.0], [0.0, 0.0, 0.0], [0.0, 0.0, 0.0], [0.0, 0.0, 0.0], [0.0, 0.0, 0.0], [0.0, 0.0, 0.0], [0.0, 0.0, 0.0], [0.0, 0.0, 0.0], [0.0, 0.0, 0.0], [0.0, 0.0, 0.0], [-0.1, 0.0, 0.1], [0.3, -0.1, -0.1], [-0.3, 0.0, 0.0], [0.1, 0.0, 0.1], [0.0, -0.1, 0.0], [0.0, 0.0, 0.0], [0.0, 0.0, 0.0], [0.0, 0.0, 0.0], [0.0, 0.0, 0.0], [0.0, 0.0, 0.0], [0.0, 0.0, 0.0], [0.0, 0.0, 0.0], [0.1, 0.0, 0.0], [0.0, 0.0, 0.0], [-0.1, 0.0, 0.0]],
  "lowdin_charge": [-0.103, -0.243, -0.196, -0.196, -0.164, -0.111, -0.360, -0.101, -0.167, -0.179, -0.253, -0.069, -0.072, -0.223, -0.112, -0.156, -0.165, -0.060, -0.447, 0.118, 0.107, -0.381, 0.095, 0.096, 0.766, -0.131, -0.111, -0.120, -0.131, -0.118, 0.178, -0.728, 0.190, 0.085, -0.201, -0.055, -0.386, -0.274, 0.783, 0.185, 0.040, 0.075, 0.079, 0.102, 0.098, 0.102, 0.114, 0.117, 0.087, 0.097, 0.104, 0.110, 0.119, 0.108, 0.120, 0.102, 0.110, 0.120, 0.098, 0.119, 0.109, 0.079, 0.144, 0.129, 0.135, 0.129, 0.089, 0.085, 0.115, 0.111, 0.114, 0.123, 0.135, 0.112, 0.116, 0.126, 0.063, 0.087, 0.087, 0.138, 0.130, -0.104, -0.193, -0.201, -0.203, -0.187, -0.106, 0.052, 0.093, 0.094, 0.127, 0.126, 0.127, 0.125, 0.091, 0.071, 0.089, -0.110, -0.186, -0.197, -0.193, -0.195, -0.120, 0.089, 0.081, 0.090, 0.121, 0.131, 0.126, 0.127, 0.092, 0.091, 0.072, -0.106, -0.186, -0.208, -0.206, -0.208, -0.107, 0.091, 0.082, 0.091, 0.126, 0.127, 0.122, 0.127, 0.087, 0.088, 0.084, -0.110, -0.188, -0.206, -0.203, -0.204, -0.113, 0.089, 0.082, 0.090, 0.127, 0.127, 0.124, 0.127, 0.087, 0.086, 0.086, -0.109, -0.189, -0.206, -0.207, -0.181, -0.103, 0.088, 0.083, 0.089, 0.126, 0.125, 0.125, 0.125, 0.066, 0.092, 0.080],
  "total_energy_ha": -4578.88254,
  "orbital_gap_ev": 7.15,
  "homo_energy_ev": -10.10,
  "e_lumo_ev": -2.951,
  "total_charge": 1
}


Entry 2:
{
  "formula": "C3H9N3",
  "method": "ωB97M-V/def2-TZVPD",
  "elements": ["C", "C", "C", "N", "N", "N", "H", "H", "H", "H", "H", "H", "H", "H", "H"],
  "positions_angstrom": [[-2.280, 1.246, 0.267], [2.212, 0.901, -0.357], [1.254, -1.202, 0.112], [-1.733, 0.093, -0.032], [-2.217, -1.129, 0.022], [1.233, 0.106, -0.471], [-1.591, 2.013, 0.136], [-3.227, 1.341, 0.701], [2.994, 0.855, 0.417], [1.959, 1.881, -0.749], [1.254, -1.869, -0.731], [2.082, -1.212, 0.913], [0.311, -1.423, 0.442], [-0.713, 0.103, -0.171], [-1.538, -1.704, -0.498]],
  "atomic_forces_ev_per_a": [[1.2, -1.7, -0.4], [-1.8, 0.9, 1.2], [3.0, 1.2, 0.3], [0.0, -0.9, 0.6], [-0.3, 0.3, -0.4], [0.3, 0.2, -0.7], [0.7, 1.5, 0.1], [-1.2, -0.1, 0.2], [0.3, -0.6, -0.6], [0.8, 0.2, -0.4], [1.2, -0.8, -0.3], [-1.2, -1.0, -1.2], [-2.3, -0.4, 1.9], [-0.4, 0.9, -0.8], [-0.3, 0.2, 0.5]],
  "lowdin_charge": [0.009, -0.045, -0.128, -0.236, -0.012, -0.129, 0.037, 0.051, 0.082, 0.067, 0.090, 0.119, 0.009, 0.075, 0.013],
  "total_energy_ha": -283.81862,
  "relative_energy_ev": 4.476,
  "orbital_gap_ev": 8.40,
  "homo_energy_ev": -7.60,
  "e_lumo_ev": 0.802,
  "total_charge": 0
}